# 1
The following is a quantum chemistry calculation of a 2-piece molecular cluster, H3N5O3 overall in a non-equilibrium geometry, from the Open Molecules 2025 dataset.

Summary:
- molecular weight (g/mol) = 121.056
- E_HOMO (spin up / spin down) (Eh) = -0.34093 / -0.34093
- relative energy (zero: lowest compared OMol25 entry of this formula, charge and spin) (eV) = 0.939

Each line ends with the natural charge from an NBO analysis.
Geometry (Å):
N1 -0.88 -0.15 -1.64  -0.082
N2 2.30 0.09 -1.94  0.452
O1 2.13 0.56 0.55  -0.546
N3 -1.20 -0.21 -0.56  0.247
H1 1.55 1.23 0.97  0.468
N4 -2.55 -0.40 1.31  -0.650
O2 1.62 0.34 -0.95  -0.085
O3 3.47 0.17 -2.15  -0.289
N5 -1.38 -0.30 0.63  -0.251
H2 -2.53 -1.46 1.56  0.362
H3 -2.53 0.14 2.22  0.376

# 2
The following is a quantum chemistry calculation of a 7-piece molecular cluster, C43H76ClI2N2O8PS overall in a non-equilibrium geometry, from the Open Molecules 2025 dataset.

Summary:
- molecular weight (g/mol) = 1101.389
- E_HOMO (Eh) = -0.31817
- relative energy (zero: lowest compared OMol25 entry of this formula, charge and spin) (eV) = 3.127
- SMILES = C[C@H](I)[C@H](I)[PH](Cl)(CCCCCCCSc1nnco1)COc1ccccc1.C1CCOC1.C1CCOC1.C1CCOC1.C1CCOC1.C1CCOC1.C1CCOC1

Each line ends with the Mulliken charge.
Geometry (Å):
C1 3.86 8.47 -0.90  -0.532
H1 0.13 5.65 -5.66  0.226
C2 -6.05 -1.82 8.42  -0.412
C3 4.11 -3.50 -2.33  -0.683
H2 -7.51 1.63 1.81  0.292
N1 -3.79 -5.03 3.73  -0.782
C4 -1.23 -0.78 -2.83  -0.813
O1 -3.98 -3.22 2.40  -0.169
C5 -1.50 4.75 -0.84  -0.687
H3 4.95 9.75 0.49  0.331
C6 1.09 -6.13 0.80  -1.158
C7 -0.21 -1.83 -2.74  -0.027
S1 -2.55 -1.23 3.90  -0.081
H4 -2.80 6.00 -2.01  0.267
H5 -0.14 -2.08 0.75  0.219
H6 -6.79 -1.47 9.14  0.340
H7 0.04 -6.52 0.89  0.500
C8 -7.71 0.56 1.85  -0.541
O2 -0.26 7.37 -4.61  -0.372
H8 1.10 7.91 -3.13  0.109
C9 0.08 -1.80 4.88  -0.683
C10 3.65 10.82 -0.92  -0.594
C11 -1.87 -0.21 -1.67  -0.456
O3 6.61 -3.15 -4.36  -0.334
C12 0.22 -3.28 4.33  0.366
H9 2.91 10.93 -0.12  0.282
H10 6.38 -5.10 -4.97  0.198
H11 5.17 -3.97 -5.61  0.247
C13 0.97 -4.48 -1.94  -0.939
H12 -5.42 -3.40 9.73  0.260
H13 -4.36 -3.51 6.88  0.035
H14 -3.29 3.52 -0.78  0.247
C14 0.91 8.10 -4.19  -0.050
H15 -2.65 0.60 -1.71  0.452
H16 -1.78 2.59 -0.62  0.166
H17 5.53 9.81 -1.18  0.264
C15 -0.45 -1.71 -0.26  -0.018
C16 8.40 -3.34 -5.90  -0.556
N2 -3.15 -3.95 4.28  0.075
H18 7.63 -1.51 -5.04  0.296
H19 7.28 -4.73 -7.18  0.338
H20 -0.04 -3.96 5.19  0.342
H21 -1.54 -0.38 -3.83  0.318
H22 0.70 9.17 -4.31  0.174
C17 1.66 -3.60 3.77  -0.710
H23 0.06 -4.42 1.74  -0.180
H24 1.88 6.63 -7.02  0.344
O4 3.00 8.81 -2.00  -0.293
H25 -1.82 5.24 0.08  0.366
H26 -6.26 -4.00 8.30  0.334
C18 1.12 -4.75 1.57  0.470
H27 -2.47 4.71 -4.00  0.248
H28 0.32 -1.07 4.07  0.289
H29 -0.81 6.88 -6.54  0.327
O5 1.18 -3.26 -1.18  -0.124
H30 1.93 -7.26 -1.63  0.259
C19 1.33 7.31 -6.37  -0.569
H31 -5.86 0.22 0.81  0.165
C20 6.23 -4.10 -5.37  -0.294
H32 -1.51 -0.66 6.02  0.495
H33 -7.27 -0.30 -0.12  0.355
H34 3.55 10.48 -3.06  0.269
C21 7.85 -2.54 -4.74  -0.550
H35 3.24 8.14 -0.07  0.288
C22 -3.26 -2.84 3.51  0.540
H36 -4.50 -0.75 9.50  0.272
H37 1.11 -5.76 3.61  0.444
H38 2.52 6.75 -4.67  0.264
H39 5.11 -3.20 -2.74  0.321
H40 -0.14 -4.53 -2.15  0.879
H41 -4.84 -5.17 1.86  0.381
H42 4.11 11.79 -1.10  0.345
C23 2.99 10.23 -2.15  -0.391
O6 -3.71 -1.92 8.01  -0.382
H43 2.82 8.41 -5.20  0.301
C24 7.13 -3.84 -6.57  -0.588
H44 -1.83 -2.47 5.85  0.083
H45 1.72 -6.87 1.38  0.452
C25 2.05 7.65 -5.08  -0.482
C26 -1.81 5.55 -2.09  -0.217
H46 1.78 -3.96 1.12  0.130
H47 1.94 -2.76 3.07  0.243
H48 0.25 -2.26 -3.67  0.312
H49 -0.80 4.30 -3.56  0.140
H50 9.04 -2.75 -6.56  0.340
H51 -7.65 -2.16 1.41  0.299
H52 -1.09 6.34 -2.29  0.022
H53 2.79 -5.27 2.92  0.318
I1 4.43 -7.21 0.04  0.084
H54 -0.59 -3.40 3.56  -0.565
C27 4.64 9.73 -0.55  -0.548
H55 1.96 10.58 -2.28  0.285
H56 -8.78 0.40 1.65  0.278
H57 3.44 -4.70 -0.04  0.557
H58 1.12 8.23 -6.93  0.263
H59 8.98 -4.19 -5.53  0.264
C28 -5.57 -3.24 8.66  -0.555
C29 -4.75 -1.04 8.47  -0.428
C30 -1.41 -1.55 5.35  -0.579
H60 -3.52 -3.95 8.38  0.317
C31 3.28 -5.52 -0.80  -1.108
Cl1 -0.56 -6.81 -1.45  -0.459
H61 0.75 -1.64 5.77  0.369
H62 3.38 -3.32 -3.17  0.199
O7 -7.43 0.06 3.16  -0.434
C32 -4.28 -4.54 2.58  -0.057
H63 8.53 -2.52 -3.88  0.286
C33 0.03 6.72 -5.86  -0.494
H64 -4.77 -0.14 7.85  0.263
H65 1.45 -4.33 -2.94  0.141
H66 -0.43 4.55 -0.78  0.291
H67 -5.89 -2.17 1.28  0.184
H68 -1.90 -0.29 0.61  0.400
C34 -1.47 -0.68 -0.34  -0.568
C35 1.71 -5.01 3.03  -0.864
H69 2.35 -3.59 4.65  0.423
C36 0.20 -2.31 -1.43  0.167
H70 -6.49 -1.74 7.42  0.159
I2 3.64 -6.22 -3.89  0.044
C37 -1.81 4.47 -3.16  -0.251
H71 6.71 -3.05 -7.19  0.273
P1 1.47 -6.04 -1.03  0.418
C38 -6.85 -0.24 0.88  -0.470
H72 4.52 7.64 -1.19  0.279
H73 3.81 -2.93 -1.42  0.195
C39 4.09 -5.08 -2.09  -0.594
H74 -5.66 -0.95 3.36  -0.067
C40 -2.25 3.45 -1.11  -0.231
C41 -6.75 -1.58 1.59  -0.299
C42 -4.24 -3.25 7.94  -0.188
O8 -2.25 3.26 -2.53  -0.401
C43 -6.69 -1.16 3.05  0.003
H75 -7.11 -1.91 3.72  0.254
H76 5.17 -5.33 -1.87  0.791

# 3
The following is a quantum chemistry calculation of a 6-piece molecular cluster, C2H15O5S overall in a non-equilibrium geometry, from the Open Molecules 2025 dataset.

Summary:
- molecular weight (g/mol) = 151.204
- E_HOMO (Eh) = -0.12783
- relative energy (zero: lowest compared OMol25 entry of this formula, charge and spin) (eV) = 0.782
- charge = -1

Each line ends with the natural charge from an NBO analysis.
Geometry (Å):
H1 0.92 1.30 -2.21  0.488
H2 -0.02 -2.38 -2.11  0.189
H3 1.89 2.82 -0.73  0.489
H4 -0.83 -2.73 -3.63  0.177
H5 -0.28 0.25 2.99  0.488
O1 -0.59 -1.66 2.18  -0.992
H6 1.67 3.08 0.80  0.479
H7 -0.10 -1.15 -3.32  0.195
H8 -0.25 -2.24 1.49  0.481
O2 1.70 0.84 -1.89  -0.983
H9 -2.47 -0.89 -3.01  0.180
H10 -1.31 -1.20 1.73  0.502
H11 0.43 -0.25 4.22  0.471
H12 1.44 -0.02 -1.55  0.491
H13 -2.51 -2.31 -1.87  0.178
C1 -0.68 -1.96 -2.88  -0.616
S1 -1.59 -0.31 -0.86  -0.762
O3 -0.09 0.50 3.91  -0.955
O4 2.17 0.51 1.79  -0.971
H14 1.72 0.29 0.97  0.483
C2 -1.95 -1.46 -2.24  -0.516
H15 1.51 0.64 2.48  0.476
O5 1.89 3.49 -0.04  -0.972